No. 1
Entry from the OMol25 dataset: C21H32As2N3O6P2V as an isolated structure (wB97M-V/def2-TZVPD).

- multiplicity = 2
- orbital gap (alpha / beta) (eV) = 6.8416 / 6.1754
- LUMO energy (alpha / beta) (eV) = -2.843 / -2.916
- net charge = +1

Element x y z (Å)
O -4.09815 -0.85961 0.02101
C -3.48476 1.79699 1.16500
C -2.06697 -1.64678 3.80884
C 0.66105 -0.04898 4.49702
H -1.04049 -1.95696 -2.42101
C 1.48990 0.95791 -4.51456
C 3.47724 -0.71798 -0.00592
H -2.29315 -2.03639 4.79962
As -0.37862 -2.38090 3.08397
H 1.01808 -3.58508 0.68469
C 0.27908 -0.94543 -3.57263
H 2.70405 -3.34360 0.16613
H -0.82441 4.02233 0.53527
C 0.71659 -0.76124 3.30010
H -0.77130 -2.16793 -4.95644
H 2.25493 -3.12445 1.86751
C 1.91887 -2.99889 0.83938
C 1.06037 0.55371 -5.79571
H 3.64488 0.34014 -0.19011
H -2.88043 -1.90976 3.13318
C 0.24122 -0.53137 -5.94244
C -0.14073 -1.29687 -4.82764
H 0.03794 -0.41355 5.30605
H -2.99422 2.01267 -2.12758
N -0.06503 -1.66460 -2.36562
C -2.89101 1.44838 -0.18016
O -1.53187 -0.93533 0.28364
H -0.10303 -0.81306 -6.92806
H 1.33447 1.63992 5.63245
N 1.29661 0.62411 -2.10791
H -4.21939 -1.81310 -0.11837
H -4.41466 1.25431 -1.64409
H 2.78012 2.49130 3.80648
H 1.37994 1.13175 -6.65350
C 0.25214 -3.28567 4.73073
C 2.31074 2.08380 -4.27404
N -3.71020 1.93604 -1.36039
H 0.51619 -2.48788 -2.24832
H 2.89005 1.27944 1.67198
O -2.57780 -0.53259 -2.00033
C 2.03377 1.70786 -1.92754
C 1.55075 -0.28295 2.27937
H 3.67895 -1.25969 -0.92995
O -0.12238 1.57095 0.34365
H -1.99678 -0.56135 3.85244
H -4.14035 2.84322 -1.18454
V -0.00136 -0.12890 -0.92361
H 3.18523 3.31632 -2.76955
As 1.62017 -1.08134 0.50485
H 2.69501 2.65018 -5.11258
P -1.20381 2.15483 -0.51889
C 1.05407 0.22084 -3.39435
H -3.56518 2.87825 1.29141
P -2.66079 -0.35605 -0.52298
H 2.16162 2.03171 -0.90197
H 4.15528 -1.06613 0.77112
C 1.39410 1.10929 4.69103
C 2.58291 2.44538 -2.98470
C 2.27886 0.89028 2.47799
O -1.41841 3.70979 -0.16487
O -1.10282 1.97821 -2.00036
H 0.17687 -2.65141 5.61329
C 2.20506 1.58404 3.67240
H 1.29068 -3.59112 4.60447
H -2.81828 1.41589 1.93985
H -4.46299 1.33887 1.30761
H -0.34840 -4.18178 4.88819

Löwdin charges in e:
1. O -0.125
2. C -0.054
3. C -0.310
4. C -0.122
5. H 0.094
6. C -0.134
7. C -0.268
8. H 0.024
9. As 1.166
10. H -0.002
11. C -0.208
12. H 0.026
13. H 0.099
14. C -0.414
15. H 0.127
16. H 0.021
17. C -0.300
18. C -0.008
19. H 0.005
20. H 0.003
21. C -0.047
22. C 0.010
23. H 0.096
24. H 0.136
25. N 0.027
26. C -0.485
27. O -0.382
28. H 0.115
29. H 0.108
30. N -0.064
31. H 0.099
32. H 0.156
33. H 0.107
34. H 0.123
35. C -0.318
36. C 0.016
37. N 0.189
38. H 0.125
39. H 0.086
40. O -0.284
41. C -0.108
42. C -0.394
43. H 0.035
44. O -0.324
45. H 0.010
46. H 0.171
47. V 0.511
48. H 0.117
49. As 1.161
50. H 0.126
51. P 0.305
52. C -0.151
53. H 0.087
54. P 0.292
55. H 0.115
56. H 0.046
57. C -0.074
58. C -0.017
59. C -0.123
60. O -0.106
61. O -0.269
62. H 0.016
63. C -0.078
64. H 0.018
65. H 0.095
66. H 0.087
67. H 0.019

---

No. 2
Entry from the OMol25 dataset: C21H32F6NO3P2Tc as an isolated structure (wB97M-V/def2-TZVPD).

- multiplicity = 4
- orbital gap (alpha / beta) (eV) = 8.0157 / 5.4052
- LUMO energy (alpha / beta) (eV) = -2.875 / -5.669
- net charge = +1

Element x y z (Å)
H -0.22004 -1.22687 -3.94700
H -3.25712 1.10623 -2.32942
H -2.07130 2.88951 -3.54396
F -0.13252 0.68553 4.41260
H 1.38344 3.86376 2.56925
O 0.70478 -1.43055 -3.57301
H 0.64447 -1.47828 -1.18902
F 1.95706 0.96361 3.80045
F -1.02417 3.93664 3.11085
O -1.70856 -0.98415 -4.20982
H -3.08812 -2.68040 -0.42343
F -1.46467 3.02428 1.15699
H -4.43418 0.24837 0.36482
C -3.40979 0.19431 0.75146
H 2.61411 -1.43070 -2.45613
H 2.32748 2.53380 1.83300
H 0.10006 4.02993 -4.10937
C -1.07723 2.74780 2.44625
H -0.14424 -5.00486 3.82629
H 0.57850 -3.50542 -0.17037
H 0.61252 -5.37612 1.46848
C 0.25249 -4.39695 1.78323
C 3.13277 -1.43689 -1.48864
C -2.30539 0.71920 -1.95682
H -3.10596 1.17983 1.11630
H -2.10646 -0.27939 -3.62384
C -1.12717 2.60860 -3.07468
H 3.17020 -1.46839 1.53953
C 0.23238 -3.35187 0.85473
P -2.30909 -0.40662 -0.55994
H -2.78986 -2.17872 -2.12485
C -0.71836 -1.89315 2.53851
C -0.18244 -4.19099 3.09823
C 1.23706 2.80978 -2.74119
H 2.20815 3.25166 -2.94929
H 4.28262 -0.20901 0.92981
C 0.72976 1.56984 3.85647
H 1.06417 3.35217 0.88709
C -0.23652 -2.08757 1.24119
C 1.18378 1.78225 -1.80860
O 0.20007 0.84949 1.67071
H 2.85120 0.22788 1.92763
C -3.20155 -1.87083 -1.15563
H 3.13012 -2.45601 -1.08109
H -0.45669 -1.39762 -1.43314
C 1.34294 3.00799 1.88843
P 2.24062 -0.35368 -0.34138
H -2.02642 -0.81999 -5.11351
H -4.26423 -1.61491 -1.26414
H -3.38577 -0.50008 1.60008
C 2.44003 1.31692 -1.10587
C 3.23359 -0.44308 1.15464
H 1.03237 -2.18461 -4.08439
C 0.31905 2.00973 2.38919
H 2.74697 2.03277 -0.32431
H -1.11324 -0.92035 2.82956
H 4.16688 -1.08136 -1.59425
F 0.85335 2.62049 4.71662
C -0.66848 -2.93412 3.46822
F -2.05966 1.99520 3.00136
N 0.01171 1.18878 -1.50147
H 3.27195 1.24604 -1.82263
C 0.06929 3.22982 -3.37333
H -1.01281 -2.74891 4.48660
C -1.15007 1.53363 -2.16787
Tc -0.07379 -0.41335 -0.07622

Löwdin charges in e:
1. H -0.010
2. H 0.108
3. H 0.131
4. F 0.143
5. H 0.106
6. O -0.142
7. H 0.033
8. F 0.113
9. F 0.142
10. O -0.047
11. H 0.063
12. F 0.102
13. H 0.057
14. C -0.211
15. H 0.025
16. H 0.083
17. H 0.127
18. C -0.489
19. H 0.109
20. H 0.079
21. H 0.104
22. C -0.091
23. C -0.230
24. C -0.176
25. H 0.028
26. H 0.033
27. C 0.012
28. H 0.068
29. C -0.148
30. P 0.744
31. H 0.041
32. C -0.131
33. C -0.076
34. C 0.017
35. H 0.132
36. H 0.067
37. C -0.486
38. H 0.092
39. C -0.308
40. C -0.283
41. O -0.285
42. H 0.023
43. C -0.219
44. H 0.062
45. H 0.059
46. C 0.010
47. P 0.800
48. H 0.098
49. H 0.061
50. H 0.064
51. C -0.227
52. C -0.210
53. H 0.051
54. C -0.448
55. H 0.093
56. H 0.074
57. H 0.064
58. F 0.140
59. C -0.074
60. F 0.135
61. N -0.016
62. H 0.103
63. C -0.011
64. H 0.110
65. C -0.323
66. Tc 0.934

---

No. 3
Entry from the OMol25 dataset: C21H32IrNO2S2 as an isolated structure (wB97M-V/def2-TZVPD).

- multiplicity = 2
- orbital gap (alpha / beta) (eV) = 6.7321 / 6.9790
- LUMO energy (alpha / beta) (eV) = -3.439 / -3.066
- net charge = +1

Element x y z (Å)
C -0.38180 2.00010 3.22410
C -3.75330 2.02870 0.88610
H 0.03940 -0.52950 3.70740
H -3.33000 3.01740 0.81120
H 1.87420 -4.61770 0.66890
S -1.92800 -1.31270 1.47630
C 2.34470 -4.03450 -2.05140
H 2.96800 -4.45370 -1.26380
S 0.14410 -3.27940 -0.43380
C 1.79650 2.10710 0.08690
H 3.35720 0.91440 -1.74170
H -0.41620 3.08150 3.31080
H 1.60580 -0.06070 4.37690
H 2.63400 -4.50560 -2.98840
O -1.75340 1.25130 -0.05690
H -5.67350 2.59640 1.57010
H -0.35910 -5.50880 1.39980
C 2.57580 0.94460 0.25160
H 0.66740 -5.32410 -1.54970
H -4.81170 -1.57420 1.65700
H 0.65360 -5.08420 2.77570
C -3.25400 -0.31560 0.97000
C 1.08050 -3.95920 1.00880
H 2.52990 -2.96490 -2.12550
H -1.38810 1.64070 3.00970
C 3.64320 0.59910 -0.74330
H 0.28160 -4.02030 -2.68150
H 3.44970 -1.18360 2.74730
H 1.41370 2.85980 -1.87740
Ir -0.06930 -0.05020 0.34620
H 0.52900 4.53820 1.27280
H 3.33140 -1.79060 1.09460
C 0.79960 2.42830 1.02830
C -5.49930 0.44460 1.41160
C 3.45850 -0.89560 1.70140
H 3.10390 2.96590 -1.38750
H 1.51090 -3.09980 1.51640
H 4.44240 -0.48530 1.48080
H -0.65560 -4.00000 2.27220
C 2.08150 3.05450 -1.03780
C 0.57230 1.58450 2.14050
C 2.41290 0.13700 1.39570
H 1.93150 4.08010 -0.71750
O 0.74060 -1.90290 -0.64140
H -0.96010 3.59700 1.35280
C 0.11400 -4.68300 1.92190
H -0.07710 1.60360 4.18620
H 4.58130 1.09220 -0.48300
H -6.52840 0.24070 1.64540
C 1.10620 -0.47230 3.49960
C 1.35060 0.39670 2.29650
C -4.55910 -0.56880 1.36040
H 1.46870 -1.48360 3.34720
C 0.87280 -4.28640 -1.80480
N -2.93830 0.99290 0.49960
C -0.00170 3.68110 0.85630
H -0.19200 3.86690 -0.19570
C -5.02770 1.78330 1.28660
H 3.81920 -0.47160 -0.77240

Löwdin charges in e:
1. C -0.020
2. C -0.017
3. H 0.064
4. H 0.134
5. H 0.084
6. S 0.696
7. C -0.124
8. H 0.071
9. S 0.942
10. C -0.197
11. H 0.085
12. H 0.087
13. H 0.106
14. H 0.086
15. O -0.269
16. H 0.113
17. H 0.078
18. C -0.213
19. H 0.094
20. H 0.114
21. H 0.085
22. C -0.585
23. C -0.358
24. H 0.067
25. H 0.086
26. C -0.027
27. H 0.090
28. H 0.082
29. H 0.107
30. Ir 1.007
31. H 0.109
32. H 0.079
33. C -0.226
34. C -0.024
35. C -0.025
36. H 0.079
37. H 0.062
38. H 0.094
39. H 0.049
40. C -0.023
41. C -0.250
42. C -0.229
43. H 0.085
44. O -0.688
45. H 0.060
46. C -0.136
47. H 0.082
48. H 0.108
49. H 0.113
50. C -0.048
51. C -0.264
52. C -0.099
53. H 0.069
54. C -0.357
55. N -0.180
56. C -0.034
57. H 0.088
58. C -0.041
59. H 0.078

---

No. 4
Entry from the OMol25 dataset: a 2-piece molecular cluster, C21H32N2O4P overall (wB97M-V/def2-TZVPD).

- orbital gap (eV) = 7.3291
- LUMO energy (eV) = -2.936
- net charge = +1

Element x y z (Å)
H 3.08098 -1.39503 -3.93572
H 5.35537 -0.73418 -3.87193
H -5.37642 -0.44058 0.88789
H 2.53152 -4.99094 -1.59530
C -5.55409 2.06498 2.26792
C -4.38712 -0.01723 1.17988
H 2.02307 -1.42264 0.10682
H 5.99378 1.35476 -2.51638
H 0.93629 -1.63182 -3.18021
H 4.40084 -2.88526 -1.24316
C -1.74085 1.18671 1.94479
C 3.32679 -3.00688 -1.31971
H 6.81138 -0.92972 -1.92522
O -7.97867 4.09494 4.28760
H 2.32247 1.81989 -1.80407
C 1.83175 -3.63316 -3.13716
O -6.51152 2.15302 1.55656
H 0.69676 -2.55028 -1.65898
H -3.18781 -1.69729 0.37413
H 2.25021 -3.44465 -4.12782
C 5.75824 -0.67356 -1.77841
H 0.57848 2.04464 -1.88488
C 1.15641 0.17720 -0.97740
C -3.12039 -0.71116 0.87874
C -5.43611 2.79613 3.65368
C -3.01993 3.20213 3.06303
H 1.00916 -4.33591 -3.26622
H 4.63650 1.16111 -1.39940
C 3.46387 -1.04170 -2.97743
H -8.75345 1.71067 4.29199
P -6.96734 2.84102 4.71181
C 4.97645 -1.22967 -2.97104
H -5.65701 2.42947 6.39741
H 3.75534 -4.56898 -2.77591
H 6.28594 1.16494 -0.78570
C 2.91106 -4.17342 -2.20979
H -4.15091 3.88789 4.99879
H -8.78612 3.92085 4.81590
C -2.98910 1.84891 2.27537
C 2.31230 -0.79466 -0.73799
C 5.65728 0.83853 -1.61487
N -7.80201 1.50839 4.61893
C 1.37532 1.30551 -1.98053
H 3.23681 0.01861 -2.93035
H -0.89099 -0.60857 1.02695
O -2.15752 4.03144 2.96369
H 2.93877 -3.16618 -0.31391
H 5.22026 -2.28648 -3.11425
H 0.94587 0.64804 -0.01239
C -4.27823 1.24567 1.87407
H 5.45669 -1.15406 -0.84412
H -0.75458 1.62921 2.20931
H 3.23028 -0.27633 -0.45850
C -1.86383 -0.10067 1.24019
N 2.65556 -1.74503 -1.88291
C 1.37982 -2.34304 -2.48476
O -6.47297 2.96433 6.31721
H 0.24130 -0.35897 -1.23890
C -4.25171 3.35410 4.02329
H 1.34577 0.94497 -3.01064

Löwdin charges in e:
1. H 0.131
2. H 0.134
3. H 0.128
4. H 0.124
5. C -0.320
6. C 0.018
7. H 0.127
8. H 0.088
9. H 0.139
10. H 0.110
11. C 0.001
12. C -0.083
13. H 0.120
14. O -0.175
15. H 0.076
16. C -0.143
17. O 0.134
18. H 0.143
19. H 0.100
20. H 0.117
21. C -0.252
22. H 0.089
23. C -0.228
24. C -0.056
25. C -0.152
26. C -0.306
27. H 0.129
28. H 0.047
29. C -0.086
30. H -0.014
31. P 0.605
32. C -0.176
33. H 0.069
34. H 0.121
35. H 0.085
36. C -0.132
37. H 0.130
38. H 0.081
39. C -0.064
40. C -0.100
41. C -0.090
42. N -0.189
43. C -0.086
44. H 0.101
45. H 0.078
46. O 0.120
47. H 0.132
48. H 0.113
49. H 0.111
50. C -0.060
51. H 0.094
52. H 0.115
53. H 0.126
54. C -0.085
55. N -0.168
56. C -0.097
57. O -0.184
58. H 0.098
59. C 0.042
60. H 0.072

---

no.,calculated total energy (eV)
1,-204995.270
2,-67003.720
3,-52381.784
4,-42747.819